A 4-piece molecular cluster, C4H14N2OS overall, computed with the ωB97M-V functional and the def2-TZVPD basis.

Results
calculated total energy = -743.39704 Eh
orbital gap = 6.5 eV
energy above the lowest of the compared OMol25 structures with the same formula, charge and spin = 211.3 kcal/mol
E_HOMO = -8.6 eV

Geometry (Å):
C  1.97945  -0.92919  0.68982
H  2.08020  -1.62804  -1.22740
H  1.55957  1.94967  -0.04690
O  -1.75950  0.97813  1.61763
H  1.70298  -2.00381  0.58824
C  0.91815  1.34743  0.61225
C  -1.36187  -0.60150  -0.86538
H  1.05092  0.03314  -1.01436
H  -2.93753  0.55262  -1.42942
N  -0.49906  -0.77308  0.21650
H  -2.27932  0.65474  2.35943
H  -0.48756  -0.71130  -1.81663
N  -2.04329  0.63533  -0.98522
S  3.49935  -0.44317  -0.21687
H  1.94502  -0.68989  1.74966
H  -2.10055  1.08260  -0.05739
C  0.82039  -0.08378  0.06193
H  -0.04160  1.87282  0.62599
H  -0.38168  -0.81943  -2.67369
H  -1.90277  -1.54591  -0.97222
H  -0.96534  -0.24071  1.10871
H  1.20402  1.36331  1.67534

=====

A 2-piece molecular cluster, C5H12N2O3S overall, computed with the ωB97M-V functional and the def2-TZVPD basis.

Results
calculated total energy = -931.01891 Eh
orbital gap = 9.5 eV
energy above the lowest of the compared OMol25 structures with the same formula, charge and spin = 78.5 kcal/mol
E_HOMO = -9.1 eV

Geometry (Å):
H  2.44387  1.79566  1.28197
C  -2.01412  -2.10554  1.50937
C  2.84874  -0.76944  -0.99798
C  -1.81508  -1.65049  0.11334
H  -2.45607  -3.04266  1.51948
C  -1.23703  0.01411  -1.58356
O  1.58309  1.28445  -1.43811
H  -0.37992  0.73594  -1.89015
H  -2.11538  0.64650  -1.96859
O  -1.95803  -2.44104  -0.76182
H  2.39563  -1.64076  -1.26289
C  -1.28287  1.71637  0.67148
H  -1.08865  -2.19600  2.05914
N  -1.40413  0.50091  0.77258
S  1.71906  0.54637  -0.21880
H  -1.00207  -0.96092  -2.04010
H  3.25281  -0.31252  -1.86756
H  3.57713  -1.02556  -0.26126
O  2.90107  1.08355  0.81357
H  -2.68803  -1.34039  2.01648
H  -1.33331  2.45793  1.42896
N  -1.43887  -0.34568  -0.23825
H  -1.01197  2.12229  -0.30718

=====

A 19-piece molecular cluster, C35H77ClIN22O39P2S2 overall, computed with the ωB97M-V functional and the def2-TZVPD basis.

Results
calculated total energy = -7753.62500 Eh
orbital gap = 5.3 eV
net charge = +1
E_HOMO = -9.4 eV

Geometry (Å):
N  0.03440  4.31167  -2.60791
C  1.25559  -0.33886  -0.69998
O  3.88842  -2.59495  -9.22133
C  0.05355  0.64507  -2.89058
C  3.45453  10.63742  -3.05239
H  -3.34510  -1.03967  -3.79019
H  -2.04819  -4.19281  12.32011
O  -7.92295  2.12351  -2.00991
C  0.72361  4.43121  -6.28037
N  -6.95680  1.41896  -1.84420
O  6.02066  -6.75490  -2.61747
O  -7.06892  -5.05438  -1.45405
H  2.35026  7.27926  -3.91652
N  4.23124  -2.00393  -2.44921
C  0.47391  3.89235  -4.88828
H  -2.62372  4.15150  -7.74962
H  1.96160  -6.51691  -0.96448
C  -1.99293  2.68160  -0.92201
O  2.47152  -8.04276  -3.49278
O  0.27970  -2.36777  -11.03491
C  -0.06546  3.06609  -2.34727
H  -0.10660  -9.97413  11.64394
H  5.87964  -6.22537  -5.90513
H  1.42031  -1.39504  -0.92414
N  0.29677  4.62951  -3.83672
H  1.82416  1.39523  -1.77287
O  -1.90612  -5.09644  16.00565
O  0.99302  -0.36928  -11.40485
C  1.62683  -6.49493  -1.99751
O  -6.94351  0.20807  -1.91773
H  4.31150  -7.05386  -6.13119
H  0.77470  8.96725  1.28349
H  2.08326  2.14574  4.59891
H  0.30360  7.08521  -2.82456
Cl  -2.77774  4.20103  -1.54228
N  -0.57044  10.98886  0.44332
O  1.41337  9.77002  -3.68645
H  0.08149  -0.05964  -3.72909
N  1.74590  -7.87764  -2.53713
C  7.60822  -6.27552  -1.00195
H  -4.89887  1.35451  -1.40249
H  4.89962  -5.90827  -7.37346
O  1.63848  1.71233  -7.24930
N  0.93533  6.94503  1.75921
N  3.89654  -1.55043  -8.60746
H  -6.96769  -4.51727  -4.57832
O  3.35205  3.89675  6.34123
N  6.28781  -6.06684  -1.65656
H  3.04530  11.63615  -2.93085
C  1.04826  -1.89098  -13.15313
O  -2.11727  -3.77237  14.31937
C  0.41899  2.46802  -4.69440
H  -0.87198  0.44686  -2.33483
O  -2.60954  1.77506  -0.60569
O  1.10603  -8.74016  -1.97846
C  -3.75609  -3.71248  15.94179
P  0.66243  1.16159  -6.00145
N  2.33160  9.67233  -2.90421
C  4.87608  -6.14622  -6.31343
C  1.38451  0.42574  -2.05772
H  -0.98361  -5.04616  11.16783
H  -0.56977  6.84667  -4.97795
O  -6.12053  -6.14787  -3.04630
N  -1.73791  -1.29731  3.98736
N  -6.78475  -5.23109  -2.61717
H  -0.08722  3.53479  -0.23988
H  -5.44587  2.76416  -2.35415
H  3.87191  10.50222  -4.04618
H  4.93801  -2.88175  -4.20534
H  -0.02567  0.39650  2.02557
H  -3.62548  -2.64549  16.09715
H  -4.97047  -2.64774  7.72411
H  1.76692  -2.70495  -13.12484
H  4.19523  10.42704  -2.28941
O  -6.13151  -5.06842  6.39083
N  4.34885  3.22444  6.18897
C  -1.58305  4.18213  -7.51155
N  0.74826  -1.51104  -11.74616
N  -1.80757  -8.81748  12.00893
H  -1.65002  -10.87518  11.60992
O  -1.09495  -1.30492  2.95113
N  -4.95728  -1.70201  -4.99910
O  4.87904  -1.01345  -8.14166
H  1.29898  4.42135  4.40445
O  1.61025  7.01617  2.75669
H  -2.29685  -5.92610  12.00038
O  -5.66180  -1.42499  -5.94135
I  -1.47051  0.76458  -7.18537
H  4.59546  1.17467  6.51221
C  -0.44009  2.73723  -0.90960
H  -6.89724  -3.27305  -3.30816
H  2.24975  -5.83579  -2.59229
H  -5.67361  -4.07976  8.52928
H  -3.31531  -0.59664  -5.52810
O  3.19177  -5.26822  -4.99915
C  -1.14463  -9.95983  11.32452
H  -1.96954  11.88929  -0.84361
C  -0.53462  4.20079  -7.05740
H  0.58165  -6.20691  -2.06542
N  -2.91129  -4.66306  10.46079
N  1.69460  1.45728  2.69580
H  5.91751  -3.19870  -2.73590
H  2.51621  1.97153  -6.93216
H  -3.63376  -1.79159  3.27314
H  0.91309  5.50869  -6.33418
C  2.04959  2.57181  3.57755
H  7.42022  -6.56320  0.02834
H  3.04057  2.99456  3.39936
C  2.58651  -0.87297  -8.41159
H  -4.43542  0.24240  -4.39241
C  -3.92483  -0.68615  -4.63617
H  -3.93545  -4.04415  8.14663
H  -0.66138  2.85463  2.01516
H  1.45989  -1.02882  -13.66507
H  2.08097  -0.07408  -2.73804
O  -1.35606  -7.71023  11.79181
H  0.18734  0.52750  3.75666
H  -5.81981  2.65777  -0.60396
H  1.94538  -1.55838  -7.86198
H  3.72232  2.04044  7.81000
O  -5.02240  -2.72988  -4.36190
C  0.96997  3.67324  3.67192
N  4.19852  -5.02012  -5.61880
H  8.15140  -5.33619  -1.05439
H  -0.03756  1.78140  -0.57976
O  4.70677  -3.91868  -5.71980
H  -0.76769  12.99349  -0.11396
H  0.11576  -2.20591  -13.61234
C  -7.29715  -4.23502  -3.58655
H  5.49003  2.24374  7.63920
O  0.10433  11.12125  1.43608
H  0.28054  -0.23754  -0.20947
H  -8.38218  -4.24318  -3.52217
N  1.86436  6.68745  -4.57936
O  -1.44890  -0.65478  4.97396
C  -5.67367  2.10018  -1.52457
S  2.66270  0.19079  0.34533
C  -1.42465  12.14569  0.05771
P  0.42092  6.41791  -4.07004
H  -1.22429  -9.79012  10.25455
H  8.13782  -7.05886  -1.53182
N  -2.48459  -4.24178  15.37832
H  4.35843  -4.03405  -2.97115
H  -3.40900  -2.01794  5.02706
H  -1.69691  1.93315  3.14302
C  -4.91969  -3.72792  7.83572
C  0.10440  8.13496  1.41619
O  5.56645  -5.21596  -1.18037
H  0.85779  4.22119  2.72440
H  -3.95661  -4.21840  16.87913
N  -5.18125  -4.32760  6.49911
H  -0.43921  7.92547  0.50897
H  2.17898  -0.65645  -9.39611
C  -2.96104  -2.13460  4.05084
O  0.88130  5.98128  1.01456
H  1.55954  3.94905  -6.79255
H  -2.66321  -3.16384  3.88447
O  4.72930  -0.90609  -2.54731
C  0.28115  1.07945  2.81475
C  4.55345  2.07754  7.11496
H  -4.54177  -3.91070  15.21834
O  5.19773  3.40348  5.34406
C  -1.98605  -4.98170  11.58067
H  2.73765  0.04032  -7.84796
H  -0.57567  8.30384  2.24779
O  -0.30574  3.15247  4.01756
O  -3.55786  -3.63491  10.53628
S  2.45044  3.07602  0.73061
O  -0.61223  9.99764  -0.26738
O  3.21372  -2.25691  -1.82775
O  -4.41608  -4.02971  5.60227
C  2.18188  1.59576  1.40534
C  -0.67551  2.29093  2.97070
O  -2.74534  -9.06252  12.73036
C  0.14610  2.08559  -3.36721
O  -2.95756  -5.45742  9.54359
H  -2.10626  12.33791  0.88141
C  4.91471  -3.12253  -3.14583
O  2.40665  8.84886  -2.01388

=====

Q: Look up the E_HOMO of the second one.
A: -9.1 eV

=====

Q: Look up the calculated total energy of the third one.
A: -7753.62500 Eh

=====

Q: Among the records above, which one has the highest orbital gap?
A: C5H12N2O3S

=====

Q: Among the records above, which one has the highest calculated total energy?
A: C4H14N2OS